The following is a quantum chemistry calculation of a 2-piece molecular cluster, C3H9NS overall, from the Open Molecules 2025 dataset.

Its charge is 0. The structure (SMILES) is C=N.CCS. The gap between HOMO and LUMO comes out at 9.00 eV. Its HOMO energy is -8.11 eV.

XYZ file:
```
14
Properties=species:S:1:pos:R:3:lowdin_charge:R:1
C 2.59 0.29 1.40 -0.0951
N 2.05 -0.38 0.49 -0.0144
H 2.47 1.37 1.49 0.0756
H 3.23 -0.20 2.15 0.0718
H 2.05 -1.39 0.46 0.0743
C -2.35 -0.05 -0.21 -0.1982
C -1.15 -0.20 -1.13 -0.6444
S -0.08 1.29 -1.15 0.5703
H -2.97 0.76 -0.55 0.0573
H -2.04 0.18 0.82 0.0629
H -2.93 -0.98 -0.15 0.0653
H -1.49 -0.33 -2.17 0.0483
H -0.54 -1.06 -0.88 0.0467
H 1.17 0.70 -0.56 -0.1205
```

The following is a quantum chemistry calculation of a 2-piece molecular cluster, C3H9NS overall, from the Open Molecules 2025 dataset.

Its charge is 0. The structure (SMILES) is C=C.CSN. The gap between HOMO and LUMO comes out at 9.19 eV. Its HOMO energy is -8.31 eV.

XYZ file:
```
14
Properties=species:S:1:pos:R:3:lowdin_charge:R:1
C -2.64 0.52 -0.33 -0.0865
C -2.35 -0.62 0.32 -0.0913
H -3.49 0.59 -1.15 0.0935
H -2.07 1.38 -0.22 0.0021
H -2.92 -1.47 0.12 0.0046
H -1.66 -0.72 1.23 0.0725
C 2.12 -0.14 1.18 -0.4613
S 2.69 0.69 -0.29 0.6880
N 1.31 0.27 -1.32 -0.3227
H 2.45 -1.25 1.24 0.0628
H 1.06 0.05 1.08 -0.0098
H 2.60 0.50 2.01 0.0508
H 1.49 -0.62 -1.64 -0.0368
H 1.41 0.80 -2.21 0.0340
```

The following is a quantum chemistry calculation of a 2-piece molecular cluster, C3H9NS overall, from the Open Molecules 2025 dataset.

Its charge is 0. The structure (SMILES) is C=N.CSC. The gap between HOMO and LUMO comes out at 9.36 eV. Its HOMO energy is -8.47 eV.

XYZ file:
```
14
Properties=species:S:1:pos:R:3:lowdin_charge:R:1
C 1.54 2.96 0.67 -0.1413
N 1.70 1.82 0.17 0.0077
H 1.94 3.78 0.14 0.0390
H 1.38 3.07 1.73 0.0624
H 0.87 1.26 0.46 0.0347
C 0.27 -2.11 -0.94 -0.4185
S -1.16 -2.45 0.09 0.7273
C -1.88 -0.84 0.26 -0.4801
H 0.95 -1.58 -0.33 0.0136
H -0.13 -1.62 -1.81 0.0219
H 0.58 -3.13 -1.25 0.0430
H -2.87 -0.60 -0.01 0.0032
H -1.83 -0.50 1.27 0.0090
H -1.35 -0.05 -0.44 0.0781
```

The following is a quantum chemistry calculation of an isolated molecule of C3H9NS2, from the Open Molecules 2025 dataset.

Its charge is 0. The structure (SMILES) is CSSCCN. The gap between HOMO and LUMO comes out at 9.56 eV. Its HOMO energy is -8.69 eV.

XYZ file:
```
15
Properties=species:S:1:pos:R:3:lowdin_charge:R:1
C -0.24 0.60 3.14 -0.4764
S -0.35 -0.80 2.00 0.4201
S 0.88 -0.37 0.53 0.4783
C 0.01 0.53 -0.73 -0.5647
C -0.37 -0.23 -2.02 -0.3151
N 0.78 -1.08 -2.37 -0.0508
H -0.96 1.39 2.91 0.0267
H -0.57 0.27 4.13 0.0281
H 0.75 1.04 3.13 0.0262
H 0.73 1.26 -1.13 0.0714
H -0.79 1.10 -0.27 0.0698
H -0.61 0.37 -2.90 0.1021
H -1.21 -0.88 -1.75 0.1018
H 1.57 -1.33 -1.83 0.0259
H 0.38 -1.88 -2.84 0.0565
```

The following is a quantum chemistry calculation of an isolated molecule of C3H9NS2, from the Open Molecules 2025 dataset.

Its charge is 0. The structure (SMILES) is CSSCCN. The gap between HOMO and LUMO comes out at 8.74 eV. Its HOMO energy is -8.13 eV.

XYZ file:
```
15
Properties=species:S:1:pos:R:3:lowdin_charge:R:1
C 2.64 -0.76 2.26 -0.4334
S 0.86 -0.44 1.80 0.4331
S 0.85 -0.50 -0.35 0.5228
C -0.29 0.86 -0.57 -0.6227
C -1.72 0.36 -0.80 -0.3722
N -1.90 -0.43 -2.05 -0.0300
H 2.78 -0.16 3.15 0.0180
H 2.79 -1.83 2.25 0.0202
H 3.17 -0.54 1.32 0.0131
H 0.01 1.42 -1.47 0.0673
H -0.35 1.60 0.22 0.0649
H -2.55 1.03 -0.59 0.1043
H -1.84 -0.42 -0.01 0.0926
H -1.57 -0.01 -2.92 0.0609
H -2.87 -0.18 -2.24 0.0612
```

The following is a quantum chemistry calculation of a 2-piece molecular cluster, C3H9NSi overall, from the Open Molecules 2025 dataset.

Its charge is 0. The gap between HOMO and LUMO comes out at 9.66 eV. Its HOMO energy is -9.08 eV.

XYZ file:
```
14
Properties=species:S:1:pos:R:3:lowdin_charge:R:1
C 2.44 0.26 -0.50 -0.0157
C 1.27 0.37 0.13 -0.3509
C 0.43 -0.71 0.60 -0.3296
N -1.97 0.64 -0.80 -0.1656
Si -1.37 -0.65 0.16 0.4879
H 3.03 1.18 -0.77 0.0575
H 3.04 -0.74 -0.56 0.0925
H 0.76 1.24 0.29 0.0512
H 0.46 -0.31 2.10 0.2107
H 0.80 -1.65 0.76 0.0046
H -2.55 1.36 -0.44 -0.0043
H -2.45 0.41 -1.73 0.0625
H -1.98 -1.80 -0.42 -0.0615
H -2.15 -0.38 1.44 -0.0394
```

The following is a quantum chemistry calculation of a 2-piece molecular cluster, C3H9NSi overall, from the Open Molecules 2025 dataset.

Its charge is 0. The structure (SMILES) is C=[SiH]C.C=N. The gap between HOMO and LUMO comes out at 8.45 eV. Its HOMO energy is -8.16 eV.

XYZ file:
```
14
Properties=species:S:1:pos:R:3:lowdin_charge:R:1
C 0.68 -1.83 -0.48 -0.2266
Si -0.68 -0.83 0.08 0.7120
C -1.38 -0.89 1.83 -0.2566
H 0.92 -2.82 -0.48 -0.0862
H 1.05 -1.39 -1.38 -0.0691
H -1.02 0.28 -0.76 -0.0695
H -1.26 0.05 2.30 -0.0034
H -2.45 -1.06 1.71 0.0098
H -1.11 -1.77 2.43 0.0359
C 0.90 2.12 -0.68 -0.2188
N 0.93 2.30 -1.91 0.0084
H 0.48 2.90 -0.03 0.0701
H 1.31 1.25 -0.21 0.0214
H 1.62 1.69 -2.44 0.0726
```

The following is a quantum chemistry calculation of a 2-piece molecular cluster, C3H9O overall, from the Open Molecules 2025 dataset.

Its charge is -1. The gap between HOMO and LUMO comes out at 6.70 eV. Its HOMO energy is -2.17 eV.

XYZ file:
```
13
Properties=species:S:1:pos:R:3:lowdin_charge:R:1
C 2.35 0.83 0.90 -0.0679
H 1.64 0.97 0.07 -0.0064
H 3.35 1.15 0.65 -0.0058
H 1.90 1.33 1.76 0.0074
H 2.36 -0.25 1.08 0.0032
C -0.72 -0.33 -0.40 -0.6546
O -0.29 0.82 -0.92 -0.3635
C -2.20 -0.67 -0.74 -0.1623
H -0.14 -1.23 -0.73 0.0637
H -0.62 -0.40 0.72 0.0657
H -2.55 -1.49 -0.12 0.0346
H -2.79 0.21 -0.48 0.0437
H -2.29 -0.95 -1.79 0.0422
```

The following is a quantum chemistry calculation of a 2-piece molecular cluster, C3H9O overall, from the Open Molecules 2025 dataset.

Its charge is 0. The gap between HOMO and LUMO (alpha / beta) comes out at 11.76 / 8.53 eV. Its spin multiplicity is 2. Its HOMO energy (alpha / beta) is -10.66 / -10.08 eV.

XYZ file:
```
13
Properties=species:S:1:pos:R:3:lowdin_spin:R:1
C 2.70 0.09 0.92 0.0162
H 1.67 0.05 0.54 0.0040
H 3.07 -0.93 0.90 0.0005
H 2.71 0.64 1.85 0.0000
H 3.25 0.51 0.07 0.0010
C -0.77 -0.49 -0.44 0.0924
O -0.40 0.13 0.69 0.7797
C -1.93 0.30 -1.13 0.0553
H -1.02 -1.56 -0.31 -0.0016
H 0.03 -0.51 -1.21 0.0485
H -1.92 0.07 -2.19 0.0021
H -1.72 1.35 -0.95 0.0001
H -2.89 0.03 -0.71 0.0018
```

The following is a quantum chemistry calculation of an isolated molecule of C3H9O2P, from the Open Molecules 2025 dataset.

Its charge is 0. The structure (SMILES) is CC[P@@H](=O)OC. The gap between HOMO and LUMO comes out at 11.23 eV. Its HOMO energy is -10.37 eV.

XYZ file:
```
15
Properties=species:S:1:pos:R:3:lowdin_charge:R:1
C 0.95 -1.21 -0.88 -0.1610
C -0.27 -1.53 -0.12 -0.3440
P -1.31 -0.10 0.37 0.7164
O -2.47 -0.43 1.19 -0.3449
O -0.21 1.02 1.24 -0.3208
C 0.37 2.11 0.64 -0.2279
H 0.76 -0.64 -1.75 0.0664
H 1.51 -0.74 -0.19 0.0249
H 1.48 -2.14 -1.28 0.1147
H -0.13 -2.23 0.78 0.1346
H -0.90 -2.13 -0.75 0.0732
H -1.59 0.78 -0.67 0.0485
H 1.47 2.05 0.76 0.0881
H 0.12 3.08 1.07 0.0844
H 0.22 2.13 -0.40 0.0473
```

The following is a quantum chemistry calculation of a 2-piece molecular cluster, C3H9O2P overall, from the Open Molecules 2025 dataset.

Its charge is 0. The structure (SMILES) is CP(C)O.C=O. The gap between HOMO and LUMO comes out at 9.81 eV. Its HOMO energy is -8.97 eV.

XYZ file:
```
15
Properties=species:S:1:pos:R:3:lowdin_charge:R:1
C -0.09 0.32 -1.53 -0.3203
P 0.95 0.65 -0.07 0.7389
C -0.31 1.36 1.03 -0.3140
O 1.38 2.19 -0.58 -0.3526
H -0.58 -0.63 -1.38 -0.0097
H -0.74 1.20 -1.90 0.0679
H 0.67 -0.01 -2.45 0.0985
H -1.22 0.79 1.25 0.0343
H 0.00 1.69 2.08 0.0572
H -0.69 2.19 0.48 0.0112
H 2.20 2.44 -0.21 0.0077
C -0.42 -3.07 0.85 -0.1570
O -1.42 -2.84 0.25 -0.0006
H -0.33 -3.81 1.56 0.0442
H 0.59 -2.47 0.64 0.0943
```

The following is a quantum chemistry calculation of a 2-piece molecular cluster, C3H9O2S overall, from the Open Molecules 2025 dataset.

Its charge is -1. The gap between HOMO and LUMO comes out at 6.84 eV. Its HOMO energy is -3.55 eV.

XYZ file:
```
15
Properties=species:S:1:pos:R:3:lowdin_charge:R:1
C 0.75 1.17 -0.10 -0.4023
O -0.01 1.43 1.05 -0.3332
C 0.92 -0.33 -0.33 -0.2762
C -0.45 -0.97 -0.62 -0.5573
S -0.77 -1.14 -2.43 0.6138
H 1.71 1.65 0.12 0.0825
H 0.22 1.63 -0.96 0.0823
H 1.55 -0.51 -1.19 0.0673
H 1.34 -0.77 0.58 0.1054
H -1.24 -0.32 -0.25 0.0536
H -0.53 -1.96 -0.18 0.0581
H -0.54 0.15 -2.69 -0.1711
H -1.52 0.03 2.93 -0.0263
H -0.52 0.39 1.73 -0.0378
O -0.92 -0.46 2.34 -0.2587
```

The following is a quantum chemistry calculation of a 2-piece molecular cluster, C3H9O3P overall, from the Open Molecules 2025 dataset.

Its charge is 0. The gap between HOMO and LUMO comes out at 8.11 eV. Its HOMO energy is -9.02 eV.

XYZ file:
```
16
Properties=species:S:1:pos:R:3:lowdin_charge:R:1
C 2.00 1.19 0.35 0.0569
C -2.60 0.19 0.59 -0.1999
C 1.84 -1.10 -0.55 0.1201
O -0.54 0.68 -1.17 -0.4399
O 2.24 -0.22 0.23 -0.0419
O -0.44 -1.17 0.63 -0.4226
P -1.26 -0.44 -0.48 0.3673
H 2.37 1.39 1.28 0.0798
H 0.94 1.20 0.26 0.0583
H 2.42 1.57 -0.60 0.1299
H -3.35 -0.61 0.79 0.0521
H -2.07 0.36 1.50 0.0185
H -3.12 1.06 0.31 0.0122
H 1.95 -2.09 -0.24 0.1126
H 1.48 -0.77 -1.46 0.0865
H -1.86 -1.24 -1.44 0.0101
```

The following is a quantum chemistry calculation of a 2-piece molecular cluster, C3H9OP overall, from the Open Molecules 2025 dataset.

Its charge is 0. The structure (SMILES) is O=[PH3].C=CC. The gap between HOMO and LUMO comes out at 10.23 eV. Its HOMO energy is -9.33 eV.

XYZ file:
```
14
Properties=species:S:1:pos:R:3:lowdin_charge:R:1
O 1.61 -0.98 -0.16 -0.4731
P 2.30 0.27 0.09 0.6348
H 2.27 1.21 -0.85 -0.0594
H 1.72 0.80 1.22 -0.0176
H 3.72 0.32 0.09 -0.0248
C -0.86 0.99 -0.54 -0.0609
C -1.07 -0.22 -1.01 -0.2614
C -1.36 -1.32 -0.07 -0.1215
H -0.65 1.00 0.58 0.0733
H -0.62 1.88 -0.99 0.0171
H -1.05 -0.55 -2.05 0.1046
H -0.53 -1.91 0.02 0.0243
H -1.74 -0.89 0.83 0.0610
H -2.29 -1.81 -0.51 0.1036
```

The following is a quantum chemistry calculation of an isolated molecule of C3H9OPS2, from the Open Molecules 2025 dataset.

Its charge is 0. The structure (SMILES) is CP(C)(=S)SCO. The gap between HOMO and LUMO comes out at 9.44 eV. Its HOMO energy is -8.89 eV.

XYZ file:
```
16
Properties=species:S:1:pos:R:3:lowdin_charge:R:1
C -1.58 -0.01 -1.15 -0.3010
P -0.16 0.24 -0.01 -0.0063
C -1.09 0.11 1.64 -0.2497
S 0.48 2.07 -0.31 0.2349
S 1.14 -1.26 -0.35 0.6420
C 2.76 -0.28 -0.46 -0.6244
O 3.15 0.49 0.56 -0.0938
H -1.23 0.09 -2.27 0.0914
H -1.93 -1.06 -1.23 0.0533
H -2.24 0.71 -0.91 -0.0197
H -0.37 0.23 2.42 0.0183
H -1.87 0.91 1.57 0.0554
H -1.66 -0.87 1.73 0.0660
H 2.85 0.33 -1.47 0.1257
H 3.40 -1.04 -0.69 0.0275
H 2.40 1.05 0.76 -0.0196
```

The following is a quantum chemistry calculation of a 2-piece molecular cluster, C3H9OPS2 overall, from the Open Molecules 2025 dataset.

Its charge is 0. The gap between HOMO and LUMO (alpha / beta) comes out at 7.94 / 5.85 eV. Its HOMO energy (alpha / beta) is -9.59 / -8.20 eV.

XYZ file:
```
16
Properties=species:S:1:pos:R:3:lowdin_charge:R:1
C 1.98 -1.44 -0.45 -0.1150
C -0.41 1.94 -1.00 -0.1542
C 0.49 -1.79 0.08 -0.3660
O -0.29 0.50 -0.94 -0.4762
P -0.30 -0.21 0.61 0.3955
S 0.65 0.84 1.87 0.2675
S -3.89 0.85 1.38 0.2353
H 2.37 -2.33 -0.90 0.0655
H 1.90 -0.70 -1.21 0.0419
H 2.42 -0.96 0.35 0.0137
H -1.38 2.02 -0.42 0.0629
H -0.53 2.17 -2.09 0.1056
H 0.35 2.43 -0.47 0.0194
H 0.67 -2.29 1.06 0.0713
H -0.18 -2.38 -0.57 0.0762
H -3.86 1.34 2.72 -0.2433
```

Largest force on an atom values (in eV/Å) by entry order: 2.46; 3.41; 3.65; 2.96; 2.89; 5.49; 4.75; 0.84; 2.10; 4.18; 3.86; 2.44; 4.44; 4.14; 6.12; 4.23.
Electronic energy values (in eV) by entry order: -15580.85599; -15579.98901; -15579.75678; -26416.91760; -26416.41427; -12622.08018; -12621.18437; -5303.75929; -5301.73681; -16640.62911; -16639.35207; -18187.39988; -18686.16666; -14591.04683; -36263.82371; -36261.37136.
Energy relative to the best compared isomer or geometry (same formula, charge and spin) values (in eV) by entry order: 1.4746; 2.3415; 2.5738; 0.7592; 1.2625; 2.1828; 3.0786; 0.1361; 0.6101; 0.3908; 1.6678; 0.5223; 2.5489; 2.5411; 2.1071; 4.5594.